1.
C22H38Br2ClIrN2O9SSi as an isolated structure, computed with the ωB97M-V functional and the def2-TZVPD basis.

The geometry in XYZ format:
```
77
C22H38Br2ClIrN2O9SSi (the ωB97M-V functional and the def2-TZVPD basis)
Ir 0.332 -0.253 -0.378
Br -1.550 1.718 -1.827
Br 0.121 2.397 0.747
Cl 4.528 0.907 -2.593
S 1.765 -0.571 1.505
Si 0.068 -0.942 2.873
O 0.139 0.160 4.025
O 1.718 0.611 -1.717
O -5.675 0.147 -2.018
O 1.382 2.858 -1.966
O -7.158 -1.184 -2.846
O -0.665 -3.502 -1.428
O -1.272 -1.343 -1.058
O -1.151 -0.603 1.825
O 0.167 -2.434 3.439
N -6.056 -0.948 -2.396
N 1.525 -1.850 -1.490
C 3.128 1.839 -3.181
C 0.282 -3.994 1.572
C -3.329 -4.162 -2.033
C -0.189 -0.672 6.274
C -1.037 3.122 -0.626
C -5.101 -2.078 -2.290
C 1.970 1.822 -2.200
C 0.009 -4.746 3.940
C -4.653 -4.416 -2.363
C -3.006 -1.554 3.105
C -3.793 -1.802 -1.956
C 2.117 -0.234 5.379
C 0.553 1.676 5.805
C -2.792 0.936 2.830
C -2.590 -0.424 2.174
C -2.904 -2.854 -1.823
C 0.666 0.223 5.389
C -5.553 -3.367 -2.498
C 2.183 -3.765 3.199
C 0.673 -3.737 3.021
C -1.490 -2.599 -1.420
C -3.372 -0.489 0.876
H 1.124 2.310 5.122
H -2.932 0.176 0.126
H -0.491 1.998 5.789
H -0.801 -3.912 1.441
H 0.371 -5.752 3.712
H 2.578 -4.724 2.857
H 0.240 -4.519 4.982
H -1.223 -0.317 6.288
H 3.419 2.867 -3.338
H -1.075 -4.722 3.808
H 0.594 -4.995 1.269
H 2.431 -2.058 -1.086
H -2.509 1.734 2.138
H 2.549 -0.131 6.376
H -1.921 3.512 -0.146
H -6.588 -3.539 -2.757
H 2.187 -1.285 5.076
H -2.480 -1.496 4.066
H -4.079 -1.500 3.298
H 0.943 1.808 6.817
H -3.845 1.057 3.092
H -2.618 -4.971 -1.929
H -3.386 -1.505 0.474
H -0.174 -1.700 5.903
H -0.466 3.849 -1.176
H -3.489 -0.776 -1.809
H 2.660 -2.971 2.617
H 2.702 0.375 4.683
H 0.195 -0.663 7.296
H -4.986 -5.435 -2.515
H 2.792 1.392 -4.114
H 0.761 -3.269 0.904
H -4.400 -0.171 1.060
H 1.668 -1.460 -2.417
H -2.782 -2.521 2.648
H -2.189 1.037 3.731
H 0.921 -2.686 -1.536
H 2.454 -3.633 4.249
```

HOMO level (spin up / spin down): -12.16 / -12.51 eV
Charge: +1
ΔE to the lowest compared entry with this formula, charge and spin: 87.9 kJ/mol
LUMO level (spin up / spin down): -2.65 / -6.53 eV
Multiplicity: 6

2.
C22H38BrCl3CsN8SSeSi2 as an isolated structure, computed with the ωB97M-V functional and the def2-TZVPD basis.

The geometry in XYZ format:
```
77
C22H38BrCl3CsN8SSeSi2 (the ωB97M-V functional and the def2-TZVPD basis)
Cs -0.928 -0.571 0.269
Br 6.680 1.521 -1.403
Se -1.243 -2.700 -2.351
Cl 1.893 1.903 3.778
Cl -0.853 3.830 3.229
Cl -1.202 1.252 4.978
S 0.755 1.918 -3.501
Si -3.204 -2.810 -3.358
Si -0.084 1.831 3.284
N -1.328 -2.803 2.334
N 1.184 3.871 -1.714
N 0.726 3.121 -0.640
N 2.900 -0.029 -0.991
N 1.756 4.348 -3.860
N -0.695 1.860 1.576
N 1.049 -0.921 2.183
N 0.864 -3.196 0.596
C 0.299 5.344 0.363
C -0.540 5.388 3.442
C -3.909 -4.561 -3.378
C 2.184 -2.657 0.829
C -0.092 3.179 1.562
C 4.084 0.537 -0.776
C 3.488 -0.310 -3.289
C 0.366 3.836 0.395
C -3.131 -2.230 -5.151
C -2.481 3.154 2.446
C 4.722 0.273 -3.071
C -0.599 -2.364 3.509
C 0.126 -1.024 3.312
C -2.144 2.200 1.613
C 1.232 3.422 -2.968
C 2.605 -0.431 -2.223
C 5.012 0.705 -1.788
C -1.042 -4.142 1.833
C 2.214 -1.792 2.107
C 0.429 -4.290 1.435
C -1.263 4.173 4.732
C -4.497 -1.729 -2.498
H -4.629 -2.050 -1.462
H 1.577 5.323 -3.669
H 1.311 0.051 2.040
H 2.427 -2.012 -0.010
H -3.222 -5.239 -3.890
H -0.736 -0.323 3.115
H -0.150 5.732 1.275
H 3.135 -1.203 2.111
H 0.585 -0.752 4.270
H -4.036 -4.930 -2.358
H -1.284 -4.930 2.563
H -5.470 -1.779 -2.998
H 0.142 -3.115 3.799
H -2.390 -2.810 -5.704
H 1.523 4.806 -1.540
H 5.437 0.402 -3.872
H 1.285 5.812 0.264
H 0.189 5.730 4.164
H 3.195 -0.647 -4.273
H -4.100 -2.334 -5.650
H 2.976 -3.422 0.901
H 1.607 4.074 -4.817
H -1.507 4.770 5.587
H 1.627 -0.876 -2.373
H -0.314 5.646 -0.491
H -2.813 1.673 0.941
H -4.169 -0.687 -2.489
H 4.299 0.876 0.231
H -2.325 -2.669 2.439
H 0.660 -3.371 -0.381
H -4.879 -4.601 -3.884
H -2.828 -1.182 -5.195
H -1.253 -2.235 4.377
H 2.250 -2.425 3.002
H -3.409 3.468 2.904
H 0.554 -5.271 0.958
H -1.654 -4.297 0.942
H 1.054 -4.311 2.331
```

HOMO level: -3.49 eV
Charge: -1
ΔE to the lowest compared entry with this formula, charge and spin: 2091.2 kJ/mol
LUMO level: 1.74 eV

3.
C22H38BrN3O2RuSi2 as an isolated structure, computed with the ωB97M-V functional and the def2-TZVPD basis.

The geometry in XYZ format:
```
69
C22H38BrN3O2RuSi2 (the ωB97M-V functional and the def2-TZVPD basis)
Ru 0.070 0.025 0.117
Br -2.033 -2.081 -0.435
Si 0.771 -1.623 2.817
Si -2.540 2.091 -0.729
O 0.999 1.123 -1.783
O 2.139 1.225 0.824
N 0.482 -1.768 -1.403
N -1.529 1.304 0.523
N -0.201 -0.326 2.081
C -2.579 0.996 4.529
C 1.907 2.217 1.830
C -1.928 1.559 -2.406
C -2.958 2.044 2.382
C -4.298 1.507 -0.601
C 1.545 -2.040 -2.170
C -1.558 0.257 4.029
C 1.749 2.238 -1.290
C 1.881 -2.232 1.455
C 2.765 -3.217 -4.028
C 2.798 1.725 -0.336
C -1.899 1.267 1.805
C -0.332 -3.006 3.369
C -0.626 -2.466 -1.616
C -1.185 0.364 2.652
C -3.287 1.910 3.692
C 1.108 0.944 -3.196
C 1.814 -0.957 4.200
C -0.760 -3.417 -2.607
C -2.365 3.936 -0.602
C 0.344 -3.660 -3.405
C 1.538 -2.979 -3.187
H 0.437 0.143 -3.486
H -1.240 2.293 -2.830
H 1.045 2.872 -0.747
H -4.357 0.442 -0.844
H 2.187 2.817 -2.104
H 2.610 -0.313 3.817
H 1.379 1.727 2.641
H -1.025 -2.689 4.151
H -4.731 1.645 0.390
H -3.489 2.754 1.763
H -2.855 0.898 5.570
H 2.738 -4.203 -4.489
H 2.283 -1.780 4.747
H 3.674 -3.139 -3.432
H 0.279 -4.390 -4.203
H -2.845 4.416 -1.461
H 2.436 -1.407 0.997
H 0.265 -3.832 3.770
H 2.861 2.609 2.187
H 2.829 -2.478 -4.829
H 2.133 0.686 -3.477
H -2.822 4.345 0.302
H 3.530 2.496 -0.085
H 1.228 -0.376 4.917
H -4.092 2.503 4.107
H 2.442 -1.471 -1.948
H -2.765 1.442 -3.101
H -1.416 0.600 -2.353
H 0.811 1.854 -3.718
H 1.302 -2.749 0.692
H -1.696 -3.940 -2.747
H -1.016 -0.430 4.666
H -4.921 2.053 -1.316
H -0.924 -3.387 2.532
H 3.316 0.873 -0.777
H -1.310 4.223 -0.601
H 2.619 -2.945 1.837
H 1.293 3.037 1.449
```

HOMO level (spin up / spin down): -9.85 / -9.96 eV
Charge: +1
ΔE to the lowest compared entry with this formula, charge and spin: 110.0 kJ/mol
LUMO level (spin up / spin down): -3.66 / -3.70 eV
Multiplicity: 2

Question: charge of number 2 (C22H38BrCl3CsN8SSeSi2)?
Answer: -1

Question: Which value of ΔE to the lowest compared entry with this formula, charge and spin does entry 2 give?
Answer: 2091.2 kJ/mol

Question: Which value of charge does entry 2 give?
Answer: -1